# 1
75
Properties=species:S:1:pos:R:3:forces:R:3:lowdin_charge:R:1 method="wB97M-V/def2-TZVPD" multiplicity=1 e_above_lowest_kj_mol=311.0 gap_ev=9.6898 homo_energy_ev=-9.51
Cl -15.71762 -13.03329 2.69075 1.29 0.23 0.04 0.454
Cl -12.88693 -11.00491 -8.59272 0.37 0.12 0.69 0.445
Cl -15.53812 -10.52885 -2.26064 -0.34 0.10 -0.23 0.479
Cl -11.00666 -9.25234 -7.09773 -0.70 -1.17 0.33 0.462
Cl -8.82454 -9.44136 3.01833 -0.06 -1.20 -0.16 0.447
Cl -14.10250 -12.00572 4.89851 -0.06 0.89 0.32 0.499
Cl -9.11017 -6.71401 2.95988 -0.94 0.53 -0.26 0.445
Cl -14.13167 -8.03438 -1.80040 0.03 0.17 -0.01 0.480
N -20.78459 -9.99772 -0.28993 -0.05 -0.44 2.45 0.040
N -20.65057 -13.78422 -6.42418 1.14 -0.15 0.68 0.032
N -9.60445 -11.84783 -1.89095 -0.31 -1.92 0.90 0.056
N -11.14106 -1.38878 -4.53490 0.06 -1.77 -2.94 0.049
N -19.06975 -4.46339 -1.04221 0.06 -0.32 1.32 0.058
C -11.54739 -2.74604 -6.58426 0.79 1.29 1.47 -0.076
C -20.29949 -15.91663 -4.69464 -0.93 -0.51 -0.83 -0.091
C -21.26296 -14.94247 -6.69845 1.36 -0.06 1.02 -0.153
C -19.61099 -14.75751 -4.46971 0.44 1.95 -0.04 -0.092
C -8.05784 -13.70597 -0.58551 -0.86 -1.32 0.37 -0.081
C -10.09938 -8.21545 2.84776 2.24 0.18 0.62 -0.947
C -15.63787 -8.92557 -1.51247 0.54 -0.12 0.46 -1.017
C -11.37013 -2.60041 -5.18742 0.25 1.99 0.83 -0.119
C -7.43046 -12.68635 -1.28903 -0.38 -1.45 0.94 -0.076
C -14.03252 -12.66470 3.27576 -0.19 -1.05 0.42 -1.001
C -20.83624 -3.01739 -0.43702 -0.80 1.27 -0.03 -0.092
C -21.51727 -9.76895 -1.36394 -1.82 -1.48 0.69 -0.167
C -19.78144 -13.69829 -5.35628 -2.64 -0.47 -1.95 -0.120
C -9.45388 -13.92430 -0.60418 0.94 1.75 -0.50 -0.073
C -22.80535 -10.32240 -1.44685 0.44 0.56 -0.09 -0.071
C -11.31445 -1.59854 -7.33152 0.61 -0.05 0.34 -0.077
C -22.68386 -11.14068 0.77860 2.08 0.17 1.46 -0.089
C -10.94900 -0.36535 -6.71640 -0.93 -1.14 -1.89 -0.082
C -8.26694 -11.82611 -1.94695 -0.84 0.60 -0.75 -0.180
C -10.93288 -0.31373 -5.36757 -1.18 -1.32 3.07 -0.175
C -21.10505 -16.04717 -5.84462 0.37 0.33 0.63 -0.064
C -23.37555 -10.98946 -0.36267 -0.80 1.07 -2.88 -0.113
C -21.34438 -10.65902 0.81127 -0.76 1.02 -2.55 -0.087
C -10.18417 -12.91896 -1.22049 0.85 1.43 -0.90 -0.133
C -12.03917 -10.73884 -7.01095 -0.37 -0.14 -0.62 -0.956
C -20.25783 -3.89049 -1.30879 1.56 -0.27 0.40 -0.165
C -19.01194 -3.18490 1.05538 -0.91 -1.15 -0.26 -0.077
C -18.52496 -4.15289 0.15370 -0.13 0.56 0.07 -0.141
C -20.25691 -2.67685 0.79071 0.03 0.36 -0.88 -0.080
H -20.73031 -10.66093 1.69971 0.07 -0.29 -0.05 0.091
H -17.66368 -4.68249 0.53336 0.43 -0.27 -0.76 0.095
H -10.85232 0.53595 -7.30353 0.22 -0.03 -0.08 0.098
H -19.02152 -14.51370 -3.59822 0.16 -0.59 0.19 0.100
H -23.35357 -10.13308 -2.35789 -0.29 -0.13 0.01 0.094
H -11.76284 -3.68708 -7.06844 -0.06 -0.06 0.19 0.097
H -10.94699 0.56705 -4.74273 0.61 0.62 -0.57 0.099
H -12.81809 -10.69766 -6.24958 0.19 0.71 -0.12 0.024
H -19.43022 -12.67907 -5.29105 0.63 -0.20 0.60 0.097
H -16.45460 -8.30778 -1.88580 0.02 -0.47 0.01 0.035
H -13.44598 -12.06435 2.58031 -0.59 0.23 0.10 0.034
H -20.27753 -16.72393 -3.97755 0.16 -0.12 -0.02 0.102
H -10.64163 -8.30673 3.78889 -0.72 0.22 -0.82 0.022
H -13.47515 -13.57175 3.50962 -0.44 -0.29 -0.90 0.012
H -10.50694 -8.33574 1.84400 -0.52 0.26 0.60 0.032
H -20.69082 -1.99597 1.50802 -0.35 0.15 -0.24 0.103
H -23.21047 -11.60115 1.60143 0.48 0.00 0.42 0.100
H -11.33436 -1.78373 -8.39534 -0.08 0.75 -0.27 0.097
H -7.83258 -11.10538 -2.62392 -0.08 0.44 0.07 0.101
H -11.39136 -3.42519 -4.49051 -0.28 -0.27 -0.15 0.090
H -7.56175 -14.47333 -0.00979 0.81 0.17 -0.11 0.097
H -21.59211 -17.00364 -5.96434 -0.21 0.08 -0.42 0.092
H -9.90748 -14.77868 -0.12387 -0.01 0.06 0.03 0.097
H -21.76359 -14.95195 -7.65536 -0.49 -0.26 0.14 0.097
H -6.35241 -12.65089 -1.34323 -0.02 0.26 -0.01 0.103
H -20.74553 -4.12009 -2.24465 0.17 -0.06 -0.18 0.102
H -21.20756 -9.14442 -2.18882 0.75 -0.01 0.10 0.100
H -11.26414 -12.91153 -1.22256 -0.13 -0.02 -0.04 0.092
H -24.41651 -11.23878 -0.50638 -0.07 -0.47 0.43 0.106
H -11.48642 -11.65524 -6.80409 0.50 0.49 -0.25 0.025
H -18.59360 -2.95279 2.02363 0.59 -0.26 -0.14 0.100
H -21.65440 -2.47588 -0.88845 -0.65 -0.02 0.70 0.098
H -15.68156 -9.12670 -0.44208 -0.28 0.32 -0.22 0.018


# 2
16
Properties=species:S:1:pos:R:3:forces:R:3:lowdin_charge:R:1 method="wB97M-V/def2-TZVPD" multiplicity=1 e_above_lowest_kj_mol=315.7 gap_ev=9.3833 homo_energy_ev=-8.44
O -0.01026 1.77290 2.09326 -0.47 0.33 0.31 -0.054
N 0.03510 -1.50436 0.18473 1.86 0.12 -0.38 0.003
N -1.57236 0.27782 -0.82630 1.06 -1.58 0.52 -0.061
C -0.84768 2.25674 1.35922 1.06 -0.62 -0.30 -0.142
C 1.17331 -1.26293 -0.61602 0.14 -0.75 -0.32 -0.270
C 2.29834 -0.67502 -0.22249 -0.87 -0.12 -0.04 0.003
H -0.85985 -0.57444 -0.41771 -2.58 2.85 -1.60 -0.010
H 1.05689 -1.60300 -1.65457 0.09 -0.05 0.50 0.113
H -1.22810 0.55861 -1.73588 -0.05 0.01 -0.17 -0.007
H -2.51148 -0.08153 -0.96032 0.03 -0.02 -0.06 -0.009
H 2.34481 -0.26532 0.77339 0.39 0.00 0.19 0.055
H 3.11486 -0.59334 -0.91499 0.14 0.30 -0.04 0.045
H -1.53475 3.06201 1.68167 0.06 -0.08 0.11 0.077
H -0.56105 -2.25830 -0.11722 0.03 -0.01 0.91 0.117
H -0.89562 1.83991 0.33870 -0.56 0.57 0.13 0.026
H -0.00216 -0.94976 1.03455 -0.34 -0.96 0.22 0.115


# 3
30
Properties=species:S:1:pos:R:3:forces:R:3:lowdin_charge:R:1 method="wB97M-V/def2-TZVPD" multiplicity=1 e_above_lowest_kj_mol=199.9 gap_ev=9.1218 homo_energy_ev=-8.32
N 3.69025 0.60043 1.08208 -0.72 2.04 1.28 0.088
N 2.19098 -0.96837 1.10030 0.81 -1.15 1.06 0.026
C -1.47956 -0.73514 0.73172 0.72 2.32 1.50 -0.134
C 1.45097 2.54237 -1.26362 -1.54 0.63 0.79 -0.138
C -2.85919 -1.40891 -1.08687 0.89 0.94 0.80 -0.040
C 2.55100 1.05439 0.41853 0.60 -2.59 -1.42 -0.297
C 1.65235 -0.03290 0.23594 2.66 1.15 2.22 -0.030
C -1.56664 -1.96846 1.28739 1.20 -1.66 1.15 -0.114
C 3.37926 -0.53699 1.62353 -1.40 0.24 -1.89 -0.204
C -2.23792 1.08224 -0.89709 2.83 -4.00 -2.24 -0.010
C -2.04211 -3.05412 0.56330 -1.56 1.57 0.42 -0.078
C -2.14620 -0.38718 -0.39547 -1.86 0.51 -2.08 -0.262
C -2.77448 -2.69289 -0.57462 0.07 -1.53 -1.23 -0.104
C 2.41225 2.40902 -0.10569 -0.01 4.22 0.29 -0.234
H -2.16234 -4.03786 0.98682 0.31 -0.16 -0.05 0.097
H -3.23097 -3.52471 -1.12584 -0.05 0.43 0.11 0.103
H -0.91832 0.03490 1.31942 -0.74 -0.53 -0.62 0.130
H 1.93708 3.10638 0.70263 0.94 -1.29 -0.87 0.137
H 0.81529 -0.29262 -0.34221 -0.90 0.26 -0.46 0.085
H -2.95005 1.61667 -0.39471 -1.07 1.87 1.62 0.050
H -2.55328 0.98799 -1.93366 -0.35 0.21 -0.17 0.069
H 1.90946 -1.87543 1.42882 -0.94 -0.05 -0.68 0.136
H 0.41040 2.62472 -0.88980 0.31 -1.02 -0.23 0.060
H 1.47205 3.51677 -1.71948 0.80 0.40 -0.49 0.064
H 1.60793 1.76806 -1.98076 -0.24 -0.47 -0.69 0.071
H 3.89731 -1.10324 2.36181 0.52 -0.28 0.12 0.109
H -3.40906 -1.13060 -1.99760 0.16 -0.46 0.52 0.113
H -1.18771 -2.00910 2.31602 0.05 -0.64 -0.44 0.111
H -1.16946 1.34196 -1.02831 -0.82 1.05 0.79 0.060
H 3.31072 3.07261 -0.42261 -0.66 -2.02 0.89 0.137


# 4
16
Properties=species:S:1:pos:R:3:forces:R:3:lowdin_charge:R:1 method="wB97M-V/def2-TZVPD" multiplicity=1 e_above_lowest_kj_mol=922.1 gap_ev="6.8204 / 6.8193" homo_energy_ev="-13.70 / -13.70" total_charge=+1
O -1.54402 -0.71071 -2.65583 1.54 -2.82 -2.67 0.223
O -2.54979 0.79249 -1.57767 -2.21 2.52 0.97 0.259
N -1.72882 0.07239 -1.86009 0.99 0.20 2.10 -0.291
N 0.10060 1.96473 2.23363 4.25 -2.41 2.05 0.206
N -0.50728 0.13993 -0.63115 -0.34 0.89 0.54 -0.012
N -0.83094 1.09741 0.28882 -1.27 1.26 0.62 0.120
N 0.48544 -2.76923 -1.56421 -1.70 2.03 3.08 0.254
C 1.03827 -0.05563 0.94202 1.15 0.07 2.85 -0.051
C 0.56366 -0.47268 -0.40843 -0.20 -3.74 -1.08 0.044
C 0.01875 1.05645 1.29567 0.75 -1.77 -3.42 -0.348
H -0.01281 -2.48457 -2.39820 0.92 0.37 -0.67 -0.010
H 1.47381 -2.85203 -1.48102 1.12 0.23 -1.01 -0.008
H 2.05560 0.43226 0.90376 -0.80 -0.86 0.08 0.148
H 1.00837 -0.86949 1.81065 0.30 1.32 -2.24 0.189
H 0.96557 1.99305 2.87716 -2.37 0.02 -1.43 0.191
H -0.53639 2.66563 2.22487 -2.12 2.70 0.23 0.085


# 5
62
Properties=species:S:1:pos:R:3:forces:R:3:lowdin_charge:R:1 method="wB97M-V/def2-TZVPD" multiplicity=1 e_above_lowest_kj_mol=236.7 gap_ev=6.4289 homo_energy_ev=-8.01
Rh 0.22980 0.01963 0.11169 -1.93 1.81 0.26 0.467
Cl 2.18766 -3.93061 -3.11864 0.23 -0.21 -0.01 0.689
Cl -1.49413 -0.19364 -1.83493 0.21 0.76 0.50 0.784
S -0.46900 2.09499 2.01179 0.25 -0.58 -1.02 0.753
S 1.14174 -0.31342 2.43260 0.21 0.31 -1.45 0.710
S 1.21570 -1.80990 -1.11396 0.32 1.03 1.28 0.636
F 3.59744 5.23764 -0.85030 -0.19 -0.23 -0.08 0.116
F -0.64092 3.22011 -1.32925 -0.03 0.14 0.09 0.050
F 3.07279 0.60703 -0.07687 0.32 0.68 -0.06 0.003
F 4.67250 2.81742 -0.17293 -0.22 0.09 -0.08 0.112
F 0.94641 5.42530 -1.46077 0.05 -0.26 0.04 0.108
O -2.82664 -5.77653 4.37985 0.03 -0.26 0.19 0.075
O 0.48453 1.26774 4.33211 0.29 -0.40 -0.07 -0.190
N -1.63578 -1.03367 1.13682 0.74 -0.12 0.04 -0.059
N -2.28658 -4.02312 3.08509 0.30 -0.49 -0.02 0.144
N -4.54522 -4.58958 3.55039 -0.43 -0.08 0.39 0.141
C -7.30072 -2.71929 2.01279 0.08 -0.04 -0.11 -0.040
C 1.17802 1.85117 -0.69920 1.11 -1.48 1.00 -0.101
C -5.53682 -2.88287 0.41591 -0.08 -0.01 0.06 -0.030
C -0.11464 -3.57725 -4.45601 -0.02 0.11 0.12 -0.108
C -3.39099 -0.54315 2.66189 0.05 -0.09 -0.17 -0.026
C -0.15483 2.38443 4.92738 -0.44 0.51 0.20 -0.090
C 0.67264 3.09587 -1.05188 -0.08 -0.67 -0.05 -0.272
C -6.53915 -3.41995 2.92523 0.21 -0.05 0.03 -0.021
C 3.36977 2.91420 -0.47546 0.02 -0.12 0.02 -0.143
C -1.34588 -2.97809 -4.66659 0.00 0.03 0.04 -0.086
C -5.26252 -3.86700 2.58651 -0.18 0.11 -0.43 -0.269
C -7.65139 -1.71155 -0.26171 -0.05 -0.01 0.03 -0.051
C 0.24625 -2.16331 -2.50347 -0.60 0.24 -0.03 -0.698
C 0.38077 1.08411 3.03216 -0.07 -0.23 -0.16 -1.231
C 2.82424 4.14369 -0.82611 -0.06 -0.07 0.10 -0.134
C 0.66811 -3.17684 -3.38829 -0.46 0.38 0.09 -0.702
C 1.46927 4.23499 -1.12631 0.10 -0.10 0.05 -0.144
C -6.80966 -2.43530 0.74216 0.06 0.01 0.02 -0.283
C -3.30550 -1.80803 3.20750 0.45 -0.01 -0.07 0.003
C -4.77327 -3.60961 1.31090 -0.11 -0.22 0.07 -0.026
C -3.21195 -4.84221 3.71176 0.30 -0.04 -0.07 -0.529
C -0.97373 -1.53000 -2.79355 0.76 -1.05 -0.51 -0.640
C -2.38703 -2.71034 2.66607 -0.12 0.84 -0.23 -0.245
C -2.56663 -0.20383 1.60003 -0.34 0.12 0.03 -0.205
C 2.54030 1.80313 -0.42375 -0.29 -0.22 -0.21 -0.256
C -1.54114 -2.25053 1.65345 -0.36 -0.34 0.32 -0.101
C -1.77106 -1.94648 -3.84639 0.04 0.22 0.08 -0.114
H -3.80842 -3.98725 1.00713 0.01 -0.03 0.00 0.118
H 0.23811 -4.35262 -5.11891 0.05 -0.07 0.02 0.107
H 0.51790 3.24248 4.94272 0.06 -0.09 0.00 0.102
H -6.93172 -3.63313 3.91036 -0.01 0.01 0.09 0.115
H -5.11747 -5.15183 4.16781 0.28 0.01 -0.04 0.158
H -0.77186 -2.89580 1.24781 0.09 -0.03 -0.06 0.112
H -1.04729 2.65808 4.35755 0.06 -0.08 0.23 0.045
H -1.97126 -3.31324 -5.47862 -0.06 0.03 -0.09 0.105
H -8.29322 -2.39485 2.29089 -0.10 0.05 0.01 0.116
H -3.93095 -2.10225 4.03496 -0.06 0.00 0.08 0.125
H -4.08777 0.18042 3.05436 -0.10 0.05 -0.03 0.115
H -7.08199 -1.51613 -1.16607 -0.04 0.06 -0.11 0.074
H -2.65308 0.76564 1.12485 0.06 -0.14 0.02 0.072
H -8.52072 -2.31574 -0.51966 -0.07 0.03 -0.11 0.084
H -0.41671 2.08764 5.94307 0.08 0.03 -0.13 0.099
H -2.70892 -1.44745 -4.02571 -0.16 0.05 -0.05 0.103
H -8.01446 -0.76587 0.13507 -0.03 0.11 -0.01 0.081
H -1.36657 -4.44385 3.06372 -0.16 0.02 0.10 0.162
H -5.13339 -2.67589 -0.56446 0.02 0.00 -0.14 0.113


# 6
14
Properties=species:S:1:pos:R:3:forces:R:3:lowdin_charge:R:1 method="wB97M-V/def2-TZVPD" multiplicity=1 e_above_lowest_kj_mol=284.8 gap_ev=10.3189 homo_energy_ev=-9.50
O 2.06733 0.05872 0.04102 -0.03 -0.03 0.08 -0.012
O 0.14639 -1.58490 -1.20936 -0.14 -0.17 0.11 0.066
N -0.86717 0.61181 -0.69849 -0.12 0.34 -0.15 0.028
C -1.63206 -0.38550 0.07717 -0.07 -0.19 0.11 -0.040
C 0.02909 1.32194 0.26608 0.09 0.29 0.18 -0.098
C -0.23696 -0.65174 -0.27935 0.12 -0.21 -0.01 -0.497
C 0.78240 0.03526 0.62756 -0.15 0.06 0.10 -0.276
H -2.37570 -0.89870 -0.52732 0.11 0.13 0.15 0.117
H -1.91987 -0.16034 1.10501 0.09 -0.03 -0.17 0.117
H 2.38311 -0.85075 -0.01539 0.02 0.02 0.03 0.099
H 0.68012 2.01147 -0.27605 -0.13 -0.04 0.13 0.121
H 0.62705 -1.07212 -1.86756 0.15 -0.15 -0.26 0.112
H 0.81096 -0.27355 1.68246 0.04 0.02 -0.23 0.148
H -0.49468 1.83840 1.07422 0.02 -0.04 -0.07 0.115


Calculated max |F| in order - 3.55 4.17 5.39 5.30 2.66 0.39 eV Å⁻¹
Calculated molecular weight in order - 735.24 90.13 188.27 144.11 782.47 101.10 g mol⁻¹